{"formula": "C5H11NO3", "method": "ωB97M-V/def2-TZVPD", "de_lowest_kcal_mol": 150.6, "multiplicity": 1, "smiles": "O=[N+]([O-])O.C=C(C)CC", "energy_ev": -12990.3195, "species": ["O", "N", "O", "O", "H", "C", "C", "C", "C", "C", "H", "H", "H", "H", "H", "H", "H", "H", "H", "H"], "xyz": [[4.611, 0.782, 0.259], [3.540, 0.368, -0.024], [2.624, 0.900, -0.464], [3.325, -0.973, 0.195], [2.268, -1.211, 0.348], [0.659, -1.567, 0.643], [0.386, -0.418, 0.021], [0.327, -0.323, -1.476], [-0.087, 0.822, 0.810], [-1.595, 1.067, 0.474], [0.627, -1.490, 1.762], [0.728, -2.492, 0.195], [1.307, -0.196, -1.810], [-0.059, -1.212, -1.860], [-0.265, 0.544, -1.742], [0.168, 0.629, 1.813], [0.552, 1.596, 0.490], [-2.113, 0.005, 0.494], [-1.711, 1.620, -0.555], [-2.110, 1.737, 1.283]], "atomic_forces_ev_per_a": [[1.1, 0.3, 0.2], [1.8, -3.8, 1.8], [-3.7, 3.9, -2.1], [-0.1, -1.3, 0.8], [2.1, 1.4, -0.6], [-0.7, 2.2, 2.9], [-1.4, 0.4, -0.1], [-0.7, 1.0, 1.7], [-0.3, -1.5, -1.9], [-0.9, 0.1, 0.4], [0.1, -0.6, -1.1], [0.3, -1.9, -1.0], [1.5, 0.3, -0.9], [-0.8, -1.4, -0.9], [-0.1, 0.0, -0.4], [-0.3, -0.1, 1.5], [0.4, 1.4, -0.4], [0.7, 2.3, -0.3], [0.1, -1.3, 2.0], [1.0, -1.3, -1.5]]}

---

{"formula": "C39H41BrClN5O5PSSr", "method": "ωB97M-V/def2-TZVPD", "charge": 1, "de_lowest_kcal_mol": 34.9, "multiplicity": 1, "energy_ev": -162318.4899, "species": ["Sr", "C", "O", "C", "C", "O", "C", "C", "O", "C", "H", "H", "H", "H", "H", "H", "H", "H", "H", "H", "H", "H", "H", "H", "Cl", "C", "C", "C", "C", "C", "C", "P", "C", "C", "C", "C", "C", "C", "C", "C", "C", "C", "C", "C", "H", "H", "H", "H", "H", "H", "H", "H", "H", "H", "H", "H", "H", "H", "N", "C", "C", "C", "C", "C", "C", "S", "O", "O", "N", "C", "N", "C", "C", "C", "N", "H", "H", "H", "H", "H", "H", "H", "H", "H", "Br", "C", "C", "C", "C", "N", "C", "H", "H", "H", "H"], "xyz": [[0.325, 0.625, 0.591], [2.484, -1.724, 2.128], [1.120, -1.433, 1.783], [0.232, -1.584, 2.922], [-0.042, -0.269, 3.623], [-0.943, 0.491, 2.791], [-1.222, 1.805, 3.304], [-2.015, 2.544, 2.253], [-1.255, 2.748, 1.049], [-0.510, 3.978, 1.098], [2.544, -2.732, 2.539], [3.074, -1.677, 1.215], [2.866, -1.002, 2.850], [-0.696, -1.987, 2.522], [0.658, -2.291, 3.635], [-0.496, -0.443, 4.602], [0.884, 0.295, 3.767], [-1.800, 1.722, 4.228], [-0.284, 2.323, 3.522], [-2.889, 1.962, 1.971], [-2.350, 3.506, 2.646], [-1.201, 4.820, 1.162], [0.181, 3.987, 1.941], [0.070, 4.051, 0.180], [-3.395, -0.549, 0.717], [-4.187, 0.653, -0.280], [-5.481, 0.996, 0.066], [-6.164, 1.917, -0.715], [-5.548, 2.475, -1.825], [-4.248, 2.111, -2.154], [-3.538, 1.193, -1.385], [-1.839, 0.649, -1.786], [-1.363, 1.741, -3.169], [-0.937, 3.028, -2.836], [-0.564, 3.928, -3.821], [-0.601, 3.542, -5.156], [-1.018, 2.263, -5.497], [-1.401, 1.365, -4.508], [-2.131, -0.953, -2.616], [-3.389, -1.459, -2.925], [-3.514, -2.689, -3.562], [-2.383, -3.416, -3.906], [-1.121, -2.917, -3.603], [-0.998, -1.697, -2.954], [-5.946, 0.538, 0.929], [-7.180, 2.187, -0.457], [-6.078, 3.190, -2.440], [-3.778, 2.549, -3.026], [-0.913, 3.335, -1.795], [-0.241, 4.925, -3.551], [-0.303, 4.238, -5.929], [-1.050, 1.961, -6.536], [-1.730, 0.371, -4.786], [-4.282, -0.898, -2.670], [-4.499, -3.073, -3.798], [-2.484, -4.367, -4.414], [-0.238, -3.482, -3.874], [-0.016, -1.310, -2.707], [7.614, 0.572, 4.144], [6.491, 0.959, 3.464], [5.240, 0.963, 4.095], [4.103, 1.294, 3.388], [4.188, 1.627, 2.037], [5.437, 1.673, 1.411], [6.570, 1.338, 2.116], [2.753, 2.105, 1.188], [2.870, 3.490, 0.836], [1.592, 1.804, 2.094], [2.395, 1.229, -0.079], [3.010, 0.177, -0.759], [4.330, 0.088, -0.858], [4.801, -0.926, -1.585], [3.984, -1.854, -2.203], [2.626, -1.689, -2.007], [2.115, -0.689, -1.294], [7.581, 0.487, 5.144], [8.518, 0.736, 3.741], [5.169, 0.716, 5.147], [3.145, 1.315, 3.889], [5.520, 1.968, 0.376], [7.538, 1.378, 1.629], [5.880, -0.991, -1.673], [4.381, -2.664, -2.797], [1.916, -2.395, -2.428], [-2.221, -7.038, 3.150], [-2.273, -5.724, 1.812], [-2.782, -6.009, 0.561], [-2.784, -4.994, -0.380], [-2.282, -3.750, -0.033], [-1.794, -3.471, 1.179], [-1.793, -4.454, 2.081], [-3.167, -6.994, 0.333], [-3.171, -5.161, -1.376], [-2.277, -2.947, -0.758], [-1.399, -4.225, 3.066]], "atomic_forces_ev_per_a": [[-3.3, -1.5, -0.9], [-0.3, 0.0, -0.1], [0.0, -0.2, 0.8], [0.1, 0.2, -0.1], [-0.1, 0.1, -0.2], [0.4, 0.1, 0.5], [0.1, -0.2, -0.1], [0.0, 0.0, -0.3], [0.1, 0.1, 0.4], [-0.1, -0.1, 0.0], [0.0, 0.0, 0.0], [0.0, 0.1, 0.0], [0.0, 0.0, 0.0], [-0.1, -0.1, 0.0], [0.1, -0.1, -0.1], [-0.1, -0.1, 0.0], [0.0, 0.0, 0.0], [-0.1, 0.0, 0.0], [0.0, 0.0, 0.0], [-0.1, -0.1, 0.0], [0.0, 0.0, 0.0], [0.0, 0.0, 0.0], [0.0, 0.0, 0.0], [0.0, 0.0, 0.0], [0.1, 0.0, -0.1], [0.0, -0.2, 0.3], [-0.1, 0.1, -0.1], [0.0, 0.0, 0.0], [0.1, 0.0, 0.0], [-0.1, 0.1, 0.0], [0.0, 0.0, -0.1], [0.0, -0.1, -0.2], [-0.1, 0.1, 0.1], [0.0, 0.0, 0.0], [0.0, -0.1, 0.0], [0.0, 0.0, 0.0], [0.0, 0.0, 0.0], [0.0, 0.0, -0.1], [0.1, 0.0, 0.0], [-0.1, 0.0, 0.0], [0.0, 0.0, 0.0], [0.0, 0.0, 0.0], [0.0, 0.0, 0.0], [0.0, 0.0, 0.0], [0.0, 0.0, 0.0], [0.0, 0.0, 0.0], [0.0, 0.0, 0.0], [0.0, 0.0, 0.0], [0.0, 0.0, 0.0], [0.0, 0.0, 0.0], [0.0, 0.0, 0.0], [0.0, 0.0, 0.0], [0.0, 0.0, 0.0], [0.0, 0.0, 0.0], [0.0, 0.0, 0.0], [0.0, 0.0, 0.0], [0.0, 0.0, 0.0], [0.0, 0.0, 0.0], [0.0, 0.0, 0.0], [0.1, 0.0, 0.1], [0.0, 0.0, 0.0], [0.1, 0.0, -0.1], [0.3, -0.3, 0.3], [-0.2, 0.1, 0.0], [0.0, 0.0, 0.0], [0.0, 0.4, -0.1], [-0.1, 0.1, 0.0], [1.4, 0.9, 0.3], [2.2, -0.4, -0.9], [-0.6, 1.0, 0.6], [0.2, -0.2, -0.2], [0.0, 0.1, 0.1], [0.1, 0.0, 0.0], [-0.2, 0.0, 0.1], [0.2, 0.1, 0.1], [0.0, 0.0, 0.0], [0.0, 0.0, 0.0], [0.0, 0.0, 0.0], [0.0, 0.0, 0.0], [0.0, 0.0, 0.0], [0.0, 0.0, 0.0], [0.0, 0.0, 0.0], [0.0, 0.0, 0.0], [0.0, 0.0, 0.0], [0.0, -0.1, 0.2], [0.0, 0.1, 0.0], [-0.1, 0.0, -0.1], [0.0, 0.0, -0.1], [0.1, 0.0, 0.2], [-0.1, -0.3, -0.1], [0.0, 0.2, -0.1], [0.0, 0.0, 0.0], [0.0, 0.0, 0.0], [0.0, 0.1, 0.0], [0.0, 0.0, 0.0]]}

---

{"formula": "C5H8", "method": "ωB97M-V/def2-TZVPD", "de_lowest_kcal_mol": 87.2, "multiplicity": 1, "smiles": "C#CCCC", "energy_ev": -5310.3873, "species": ["C", "C", "C", "C", "C", "H", "H", "H", "H", "H", "H", "H", "H"], "xyz": [[-1.534, 1.929, -0.489], [-1.460, 0.853, 0.120], [-0.787, -0.230, 0.720], [0.234, -0.973, -0.195], [1.597, -0.302, -0.159], [-2.179, 2.109, -1.323], [-1.183, -0.823, 1.535], [-0.680, 0.825, 1.355], [-0.135, -0.988, -1.238], [0.322, -2.030, 0.101], [1.491, 0.746, -0.455], [2.001, -0.333, 0.858], [2.313, -0.783, -0.831]], "atomic_forces_ev_per_a": [[-0.8, -0.7, 0.0], [-0.8, 0.1, -1.4], [0.2, 1.0, 0.9], [0.1, 0.3, 0.3], [0.1, 0.1, 0.0], [0.0, 0.7, -0.3], [-0.8, -0.1, -0.3], [2.2, -1.9, 0.1], [-0.1, 0.2, 0.5], [-0.1, 0.4, 0.2], [0.1, -0.1, 0.0], [0.0, 0.0, -0.1], [-0.1, 0.1, 0.1]]}

---

{"formula": "C16H44FN4O4Pd2", "method": "ωB97M-V/def2-TZVPD", "charge": 3, "s_squared": 6.011, "de_lowest_kcal_mol": 14.3, "multiplicity": 5, "energy_ev": -41100.1153, "species": ["Pd", "Pd", "F", "C", "C", "C", "O", "C", "N", "H", "H", "H", "H", "H", "H", "H", "H", "H", "H", "H", "C", "C", "C", "O", "C", "N", "H", "H", "H", "H", "H", "H", "H", "H", "H", "H", "H", "C", "C", "C", "O", "C", "N", "H", "H", "H", "H", "H", "H", "H", "H", "H", "H", "H", "C", "C", "C", "O", "C", "N", "H", "H", "H", "H", "H", "H", "H", "H", "H", "H", "H"], "xyz": [[-2.145, 1.589, -1.897], [1.219, 2.078, 0.571], [-0.494, 1.122, -0.449], [-4.306, -1.512, -2.495], [-3.285, -1.377, -1.405], [-1.822, -1.427, -1.895], [-1.584, -0.377, -2.804], [-0.303, -0.605, -3.468], [-3.488, 0.012, -0.915], [-4.225, -0.783, -3.301], [-5.347, -1.376, -2.204], [-4.328, -2.537, -2.865], [-3.332, -2.053, -0.551], [-1.633, -2.370, -2.408], [-1.168, -1.274, -1.036], [0.514, -0.856, -2.790], [-0.037, 0.260, -4.075], [-0.469, -1.454, -4.130], [-4.472, 0.213, -1.017], [-3.442, 0.035, 0.093], [-3.423, 0.758, 2.905], [-2.624, -0.525, 3.160], [-3.401, -1.803, 2.775], [-4.607, -1.991, 3.546], [-5.206, -3.230, 3.171], [-1.378, -0.468, 2.356], [-3.825, 0.751, 1.892], [-2.839, 1.667, 3.055], [-4.276, 0.846, 3.577], [-2.386, -0.683, 4.212], [-2.781, -2.699, 2.787], [-3.615, -1.658, 1.716], [-6.090, -3.464, 3.765], [-4.561, -4.103, 3.269], [-5.525, -3.237, 2.129], [-0.772, 0.125, 2.904], [-1.449, 0.069, 1.504], [4.146, -0.412, 1.632], [3.391, -0.508, 0.329], [3.318, -1.978, -0.226], [2.464, -1.967, -1.393], [1.887, -3.269, -1.617], [2.043, -0.035, 0.666], [3.811, -1.085, 2.422], [4.143, 0.540, 2.162], [5.150, -0.786, 1.434], [3.755, 0.081, -0.513], [2.832, -2.602, 0.523], [4.318, -2.351, -0.449], [1.358, -3.252, -2.570], [1.202, -3.731, -0.906], [2.670, -4.001, -1.816], [1.666, -0.657, 1.367], [1.437, -0.266, -0.108], [2.946, 4.038, -2.613], [3.219, 2.977, -1.575], [3.585, 3.582, -0.224], [3.278, 2.801, 0.953], [3.567, 3.551, 2.153], [1.953, 2.192, -1.530], [2.141, 4.744, -2.409], [2.700, 3.518, -3.539], [3.775, 4.736, -2.733], [4.028, 2.368, -1.979], [2.937, 4.451, -0.110], [4.610, 3.949, -0.160], [4.567, 3.978, 2.223], [3.379, 2.894, 3.002], [2.954, 4.435, 2.326], [1.522, 2.873, -2.138], [2.151, 1.528, -2.265]], "atomic_forces_ev_per_a": [[0.4, -2.4, 1.2], [1.1, -1.3, -0.7], [-1.0, 0.6, -0.4], [-1.0, -1.3, -0.6], [1.0, 1.3, -0.9], [-1.0, -0.6, 1.0], [0.6, 1.2, -0.7], [-0.1, 0.0, -0.6], [0.0, 0.9, 0.7], [0.7, -0.2, -0.2], [0.0, 0.0, 0.8], [0.3, 0.1, -0.5], [-0.4, -0.2, -0.1], [0.1, -0.1, 0.1], [0.2, -0.3, 0.1], [-0.2, 0.1, 0.4], [-0.3, 0.0, 0.1], [0.1, 0.0, -0.1], [-0.4, 0.5, -0.6], [0.9, 0.2, 0.7], [-0.4, -0.4, 0.9], [-0.7, -0.3, -0.5], [-0.7, 0.5, 0.4], [1.3, -0.1, -1.0], [-0.4, -0.5, -0.1], [0.7, -0.3, 0.7], [-0.1, 0.0, -0.2], [0.2, -0.1, -0.1], [-0.1, -0.1, -0.1], [0.3, 0.5, 0.0], [0.3, 0.0, 0.5], [-0.7, -0.1, -0.7], [0.1, 0.6, 0.2], [0.5, 0.2, 0.3], [-0.1, 0.3, -0.3], [0.5, -0.1, 0.3], [-0.7, 0.0, -0.3], [1.4, -0.8, 0.1], [-0.2, -0.6, 0.4], [-1.0, 1.0, 0.1], [-0.3, -0.5, 1.0], [0.6, -0.5, -1.5], [-1.6, 0.1, -1.2], [-0.6, -0.5, -0.3], [0.2, 0.3, -0.7], [0.3, 0.5, 0.3], [0.3, 0.4, 0.3], [0.2, -0.2, 0.2], [0.0, 0.0, -0.1], [-0.1, 0.4, 0.0], [0.1, 0.7, 0.8], [0.3, 0.0, 0.3], [-0.1, 0.2, 1.0], [-0.3, -0.2, -0.7], [0.9, 1.1, -0.3], [1.4, 0.2, 0.7], [-0.7, 1.2, 0.2], [-0.1, -0.1, -0.3], [-0.2, 0.3, 1.3], [0.6, 0.9, -0.5], [-0.5, -0.3, 0.6], [0.4, 0.3, -0.3], [0.3, -0.4, -0.5], [0.0, -0.3, 0.4], [0.0, 0.5, -0.1], [0.1, -0.3, -0.2], [0.4, -0.7, -0.5], [0.2, -0.1, -0.2], [-0.6, 0.0, -0.6], [-2.1, -0.1, 0.5], [-0.4, -1.6, 0.5]]}